1.
Here is C17H17N4O7SbSeW as an isolated structure at a distorted geometry from the OMol25 dataset. Energies are from wB97M-V/def2-TZVPD.

Geometry as ORCA input:
```
! wB97M-V def2-TZVPD RIJCOSX def2/J DEFGRID3
* xyz 0 3
W -0.3608 1.4202 0.2831
O 1.6773 1.3125 3.9368
C 0.9213 1.0279 3.0265
O 0.7438 1.8047 1.9827
C 0.1923 -0.2570 3.2087
C 0.3639 -1.0698 4.3364
C -0.3715 -2.3276 4.4986
C -1.2330 -2.7459 3.4797
C -1.5314 -1.9296 2.4116
C -0.7145 -0.6733 2.0263
O -0.0125 -0.7948 0.7499
N -2.3715 -2.5352 1.3391
O -2.8291 -1.8819 0.4212
O -2.5900 -3.7574 1.5084
N -0.3924 -3.1242 5.7110
O -1.1005 -4.1658 5.6867
O 0.2333 -2.8201 6.7757
H 1.0050 -0.7395 5.1692
H -1.7281 -3.7216 3.5156
C -1.5659 0.6366 1.7899
H -2.4931 0.2564 1.3600
H -1.7118 1.1885 2.7236
C 3.3390 1.7153 -0.4616
Sb 1.9510 0.3175 -1.3563
C 2.7825 -1.5956 -0.9283
C 2.1352 0.5995 -3.5351
H 4.3355 1.2802 -0.4686
H 2.9229 1.8611 0.5310
H 3.2973 2.5957 -1.0618
H 3.5532 -1.8711 -1.6443
H 1.9605 -2.3197 -0.9624
H 3.2478 -1.6284 0.0814
H 2.9064 -0.0375 -3.9394
H 2.3451 1.6485 -3.7363
H 1.1975 0.3135 -3.9951
Se 0.1401 3.8055 -0.5997
N -1.7103 1.0428 -0.9465
C -1.8811 1.4751 -2.1898
C -2.6740 0.7213 -3.1040
C -2.3753 0.5685 -4.4582
C -1.4573 1.4235 -5.0840
C -0.9076 2.4489 -4.3135
C -1.0458 2.5792 -2.8806
N -0.3837 3.5975 -2.3318
H -3.4832 0.0676 -2.7091
H -2.8516 -0.2545 -4.9625
H -1.1907 1.3143 -6.1307
H -0.2843 3.2283 -4.7534
*
```

Summary:
Energy relative to the best compared isomer or geometry (same formula, charge and spin)   48.3 kcal per mole
Kohn-Sham gap (alpha / beta)   0.2209 / 0.2273 hartree

---

2.
Here is a 2-piece molecular cluster, C9H20BrN overall at a distorted geometry from the OMol25 dataset. Energies are from wB97M-V/def2-TZVPD.

Geometry as ORCA input:
```
! wB97M-V def2-TZVPD RIJCOSX def2/J DEFGRID3
* xyz 0 1
Br 1.4070 3.6796 -5.2477
C -3.0821 -0.8759 -2.2096
C -2.3228 0.4277 -2.0307
C -1.2227 0.6335 -0.9514
C -0.2955 -0.5801 -0.6122
N 0.4971 -0.3051 0.7608
C 1.6487 -1.3228 0.9827
C 2.6655 -0.6618 1.9429
C 2.4445 0.8128 1.7890
C 1.2792 1.0429 0.9057
C -0.5662 -0.2958 1.8481
H -2.4329 -1.6670 -2.5848
H -3.8333 -0.8483 -2.9990
H -3.6752 -1.0560 -1.3129
H -3.0085 1.2726 -1.9673
H -1.6657 0.5568 -2.8907
H -1.7958 1.0228 -0.1099
H -0.7477 1.5393 -1.3283
H 0.4512 -0.6395 -1.4040
H -0.7376 -1.5764 -0.6040
H 1.2301 -2.2287 1.4212
H 2.0560 -1.5253 -0.0078
H 2.6738 -1.0037 2.9778
H 3.6594 -1.0768 1.7755
H 2.3822 1.3156 2.7541
H 3.3731 1.2011 1.3705
H 0.5590 1.7513 1.3150
H 1.3556 1.3244 -0.1446
H -1.1309 -1.2276 1.8790
H -1.1696 0.6101 1.9056
H 0.0042 -0.3000 2.7769
*
```

Summary:
Energy relative to the best compared isomer or geometry (same formula, charge and spin)   71.1 kcal per mole
Kohn-Sham gap   0.1709 hartree

---

3.
Here is C13H30BrINbO3 as an isolated structure at a distorted geometry from the OMol25 dataset. Energies are from wB97M-V/def2-TZVPD.

Geometry as ORCA input:
```
! wB97M-V def2-TZVPD RIJCOSX def2/J DEFGRID3
* xyz -1 1
C -3.4000 -1.8916 -0.6365
Nb -5.6193 -1.6036 -0.7032
Br -5.5644 -1.3256 -3.3188
I -6.4651 -4.2735 -0.6996
H -3.1590 -2.3211 -1.6159
H -2.8682 -0.9429 -0.5395
H -3.0421 -2.5269 0.1773
H -7.3643 -1.0029 -0.6181
H -5.7018 -1.6485 1.0792
H -5.3708 0.1384 -0.4250
C 1.2954 -1.1755 1.6300
C 1.3540 0.0993 0.7854
C 0.0438 0.0112 0.0063
O -0.8717 -0.6700 0.8619
C -0.1948 -1.2464 1.9647
H 1.9287 -1.1439 2.5166
H 1.5905 -2.0378 1.0292
H 1.3551 0.9762 1.4374
H 2.2269 0.1595 0.1371
H 0.1592 -0.5580 -0.9199
H -0.3721 0.9869 -0.2494
H -0.4234 -0.6781 2.8759
H -0.5578 -2.2668 2.1001
C 3.3087 2.3522 5.4542
C 2.5367 3.2304 4.4662
C 3.3510 3.0401 3.1901
O 3.8893 1.7200 3.2548
C 3.7127 1.1819 4.5626
H 2.7201 2.0388 6.3149
H 4.1940 2.8777 5.8172
H 1.5248 2.8456 4.3303
H 2.4670 4.2746 4.7668
H 4.1787 3.7557 3.1335
H 2.7478 3.1309 2.2861
H 2.9287 0.4171 4.5367
H 4.6456 0.7074 4.8704
C -1.0257 -0.6039 -5.4289
C 0.4505 -0.7318 -5.8134
C 1.1246 0.0072 -4.6614
O 0.3040 -0.1961 -3.5195
C -0.9620 -0.7487 -3.9135
H -1.6673 -1.3543 -5.8870
H -1.4065 0.3818 -5.7012
H 0.7505 -1.7814 -5.8187
H 0.6923 -0.3026 -6.7853
H 1.1937 1.0813 -4.8747
H 2.1283 -0.3618 -4.4397
H -0.9998 -1.7992 -3.6124
H -1.7664 -0.2214 -3.4034
*
```

Summary:
Kohn-Sham gap   0.2618 hartree

---

no.,electronic energy (eV)
1,-111895.6174
2,-81186.6881
3,-99802.1226